A cluster of 11 separate species, C5H30N2O11 in total. Source: the OMol25 dataset; level of theory: ωB97M-V with the def2-TZVPD basis set.

XYZ file:
```
48
Properties=species:S:1:pos:R:3:lowdin_charge:R:1
N -0.71860 3.12937 1.37240 0.01
C -0.10510 2.66629 0.23248 -0.26
C -0.67681 1.61740 -0.41458 -0.11
C -0.15674 1.40171 -1.81392 -0.17
C 0.92283 0.31634 -1.73099 -0.30
N 2.16782 0.90732 -2.39359 0.02
C 0.53699 -1.02427 -2.44009 -0.15
O -0.38064 -1.58321 -1.91426 0.01
H 0.15541 3.03399 2.10532 0.16
H -1.60640 2.80295 1.68188 0.06
H 0.70170 3.29548 -0.17396 0.11
H -1.46786 1.05566 0.13241 0.09
H -0.92806 1.15421 -2.52160 0.10
H 0.41514 2.19524 -2.29476 0.10
H 1.30110 0.06882 -0.65464 0.15
H 2.71306 0.26041 -2.97240 0.06
H 2.74458 1.41504 -1.73838 0.03
H 1.06626 -1.34169 -3.33833 0.13
O -1.94935 -0.13374 2.16632 -0.05
H -1.73190 -0.69499 1.44849 -0.03
H -2.79988 0.06456 1.76220 0.00
O -4.65147 0.06530 0.74694 -0.08
H -4.54574 0.45265 -0.14750 0.03
H -4.23134 -0.82173 0.68174 0.03
O -3.67594 2.27687 -1.08159 -0.05
H -4.00897 2.76492 -1.84765 0.05
H -3.14298 2.95101 -0.64329 0.04
O 3.58608 2.66414 0.08585 -0.11
H 3.64937 1.90624 0.74272 0.01
H 2.80813 3.22207 0.31598 0.03
O 0.60760 -1.63948 3.21286 -0.04
H -0.26012 -1.23976 3.34801 0.02
H 1.11587 -0.87713 2.97549 0.00
O -2.36710 -1.74719 -0.21802 -0.03
H -1.55153 -1.74489 -0.81206 0.04
H -2.96418 -2.34972 -0.48593 0.00
O 3.08104 0.49627 1.77870 -0.08
H 3.28378 -0.09240 0.98135 0.06
H 3.81840 0.51047 2.38890 0.06
O 2.90000 -1.86198 0.21916 -0.09
H 2.48005 -2.12204 1.08335 0.06
H 2.57681 -2.55838 -0.35678 -0.02
O 1.30210 -3.35864 -1.13423 -0.15
H 0.58830 -3.15140 -0.34859 0.08
H 1.35760 -4.35058 -1.22769 0.09
O -0.48445 -3.55735 0.85833 0.03
H -0.25033 -3.48710 1.69840 -0.03
H -1.22449 -2.95706 0.68558 0.03
```

The value obtained for the frontier orbital gap is 0.3089 Ha. The value obtained for the HOMO energy is -8.10 eV. The electronic energy comes out at -31172.2467 eV. The structure (SMILES) is N/C=C/C[C@H](N)C=O.O.O.O.O.O.O.O.O.O.O.

A structure of composition C29H26N2P2PdS3. Source: the OMol25 dataset; level of theory: ωB97M-V with the def2-TZVPD basis set.

XYZ file:
```
63
Properties=species:S:1:pos:R:3:lowdin_charge:R:1
Pd -0.20196 1.21608 -1.96338 0.41
S 2.86936 -0.17797 -1.87623 0.27
P 1.59667 -0.34068 -0.36889 0.34
C 0.02053 -0.56231 -1.04212 -0.63
P -1.56124 -0.52374 -0.41642 0.39
S -2.52202 -0.06359 -2.11575 0.35
C -1.91561 0.75834 0.84858 -0.36
C -2.53248 1.96214 0.52695 -0.12
C -2.67173 2.96423 1.47839 -0.08
C -2.20081 2.77246 2.76941 -0.08
C -1.59069 1.57175 3.10725 -0.07
C -1.45412 0.57443 2.15297 -0.11
C -1.92945 -2.04786 0.49343 -0.32
C -1.24292 -3.20553 0.12383 -0.08
C -1.45487 -4.39367 0.81027 -0.08
C -2.35980 -4.43714 1.86093 -0.08
C -3.06447 -3.29494 2.22143 -0.08
C -2.85029 -2.10488 1.54189 -0.09
C 1.86898 1.10166 0.71859 -0.35
C 2.96233 1.11135 1.59033 -0.10
C 3.25501 2.23184 2.35215 -0.08
C 2.46562 3.37290 2.24320 -0.08
C 1.39311 3.38633 1.36631 -0.07
C 1.10034 2.25347 0.61647 -0.11
C 1.82672 -1.75117 0.75041 -0.34
C 2.24806 -2.95364 0.18636 -0.10
C 2.32257 -4.10218 0.96248 -0.08
C 1.96412 -4.05847 2.30397 -0.09
C 1.54255 -2.86417 2.87342 -0.07
C 1.47609 -1.71289 2.09790 -0.09
H -2.89513 2.11724 -0.48015 0.06
H -3.15201 3.89626 1.20764 0.11
H -2.31464 3.55250 3.51181 0.10
H -1.21360 1.41501 4.11020 0.11
H -0.97808 -0.35870 2.42850 0.09
H -0.53414 -3.15844 -0.69322 0.10
H -0.90719 -5.28354 0.52652 0.11
H -2.52185 -5.36339 2.39822 0.10
H -3.77621 -3.33027 3.03656 0.10
H -3.40641 -1.22174 1.82741 0.11
H 3.59750 0.23658 1.66616 0.11
H 4.10515 2.22230 3.02314 0.10
H 2.69520 4.25104 2.83529 0.10
H 0.77644 4.27129 1.26561 0.11
H 0.25575 2.31197 -0.06425 0.04
H 2.52206 -2.97453 -0.86226 0.09
H 2.65577 -5.03237 0.51922 0.10
H 2.02156 -4.95493 2.90958 0.10
H 1.26762 -2.82810 3.92018 0.10
H 1.16768 -0.77866 2.55101 0.09
C 1.94704 2.06629 -4.79490 -0.03
N 0.50679 1.84833 -4.87307 -0.13
C -0.13442 1.11038 -5.86323 -0.05
C -1.45525 1.23936 -5.66829 -0.08
N -1.60534 2.06589 -4.57103 0.03
C -0.40433 2.39342 -4.02063 -0.87
S -0.13535 3.56545 -2.79021 0.58
H 2.37786 1.75190 -5.74241 0.09
H 2.38361 1.49435 -3.98045 0.01
H 2.13784 3.12507 -4.63566 0.08
H 0.41504 0.56266 -6.60749 0.12
H -2.28861 0.80647 -6.19087 0.12
H -2.46992 2.29879 -4.11308 0.13
```

The value obtained for the frontier orbital gap is 0.2313 Ha. The value obtained for the HOMO energy is -7.27 eV. The electronic energy comes out at -88038.9139 eV.

A structure of composition C32H34N6O2SiTi. Source: the OMol25 dataset; level of theory: ωB97M-V with the def2-TZVPD basis set.

XYZ file:
```
76
Properties=species:S:1:pos:R:3:lowdin_spin:R:1
Ti -0.21986 -0.37208 0.00324 0.86
O 6.02275 4.22715 -0.25273 0.07
N 4.77937 4.40076 -0.07838 0.07
O 4.18805 5.48261 -0.26265 0.09
C 3.98206 3.14632 0.06900 0.10
C 4.67498 1.93209 -0.18222 0.18
C 4.01531 0.68707 -0.21593 0.05
C 4.56274 -0.48155 -0.74368 0.18
C 3.95828 -1.65168 -0.22711 0.01
C 2.64637 -1.60353 0.25022 0.15
N 1.91420 -0.45773 0.30994 0.00
C 2.64064 0.68874 0.21337 0.00
C 1.92549 1.90108 0.43730 0.01
N 0.57377 1.75511 0.47710 -0.01
C -0.09105 2.90300 0.75056 0.05
C 0.48205 4.13958 0.93166 0.00
C 1.87786 4.31257 0.69008 0.06
C 2.63953 3.15380 0.46182 0.01
H 5.76169 2.06072 -0.30063 0.01
H 5.41186 -0.41946 -1.41102 0.01
H 4.52901 -2.58676 -0.21015 0.00
H 2.16153 -2.54575 0.43449 0.01
H -1.19359 2.77791 0.89307 0.00
H -0.17609 4.97957 1.15456 0.00
H 2.37908 5.24185 0.62324 0.00
C 0.94271 0.26988 4.53424 0.00
C -0.37182 0.64076 4.94621 0.01
C -1.39588 0.21377 4.09792 0.00
C -1.08251 -0.43512 2.87820 0.01
N 0.19128 -0.46898 2.40989 0.00
C 1.23694 -0.14941 3.25245 0.01
C -2.12259 -1.07153 2.09581 0.01
C -3.42652 -1.29082 2.67569 0.00
C -4.52197 -1.73438 1.92472 0.01
C -4.37283 -2.02819 0.59500 0.00
C -3.12007 -1.78615 -0.00415 0.01
C -2.00221 -1.28029 0.69284 0.00
H 1.81411 0.46912 5.18456 0.00
H -0.55907 0.99533 5.92276 0.00
H -2.47432 0.25981 4.36885 0.00
H 2.27315 -0.36204 2.90237 0.00
H -3.54318 -1.08995 3.74285 0.00
H -5.39823 -2.01172 2.53904 0.00
H -5.19450 -2.42950 0.00821 0.00
H -3.04065 -2.11245 -1.01518 0.00
C -1.12658 -3.99525 -3.00037 0.00
Si 0.13901 -3.39801 -1.66317 0.00
C 1.92108 -4.04018 -1.83021 0.00
C -0.49767 -4.03595 0.03194 0.00
C 0.24847 -1.51157 -1.69195 -0.01
H -0.96053 -3.79213 -4.06189 0.00
H -2.07299 -3.41612 -2.78766 0.00
H -1.31910 -5.02861 -2.98464 0.00
H 2.03256 -4.97608 -2.43817 0.00
H 2.30804 -4.24298 -0.86665 0.00
H 2.52110 -3.29870 -2.41643 0.00
H -1.56069 -4.21623 -0.15859 0.00
H -0.38875 -3.40759 0.93142 0.00
H -0.06558 -5.01800 0.14962 0.00
H -0.58090 -1.20472 -2.36759 0.00
H 1.19795 -1.00850 -2.03504 0.00
C -4.46431 2.98825 -1.34630 0.00
C -3.20941 2.18703 -1.58342 0.02
C -2.27415 2.32013 -2.58945 0.00
C -1.25598 1.42282 -2.29612 0.02
N -1.57289 0.71700 -1.16842 -0.01
N -2.71350 1.33230 -0.64193 0.00
C -0.10930 1.13363 -3.17312 0.01
H -4.52833 3.20651 -0.26180 0.00
H -5.38489 2.37368 -1.60409 0.00
H -4.52860 3.91790 -1.91262 0.00
H -2.40219 2.92711 -3.48624 0.00
H -3.34039 0.71109 -0.15055 0.00
H 0.03436 0.04023 -3.50517 0.00
H 0.85100 1.27418 -2.62944 0.00
H -0.17475 1.76924 -4.02931 0.00
```

The value obtained for the frontier orbital gap (spin up / spin down) is 0.1706 / 0.2759 Ha. As for the spin multiplicity: 3. The value obtained for the HOMO energy (spin up / spin down) is -5.20 / -7.98 eV. The electronic energy comes out at -77760.1444 eV.

A structure of composition C21H29ClN4O6PS5SbTa. Source: the OMol25 dataset; level of theory: ωB97M-V with the def2-TZVPD basis set.

XYZ file:
```
69
Properties=species:S:1:pos:R:3:lowdin_charge:R:1
Ta -1.94496 -9.86784 14.17668 0.86
C 0.07003 -11.81862 18.99575 -0.06
C -1.09292 -12.46158 18.29800 -0.23
O -1.64474 -11.65718 17.20285 -0.34
P -0.82762 -11.18877 15.95275 0.16
S -0.06562 -9.37050 16.10723 0.35
S -3.38411 -14.30408 14.46992 0.96
O 0.14134 -12.41105 15.81562 -0.33
C 1.44060 -12.52854 15.12358 -0.25
C 2.51124 -12.05956 16.03915 -0.09
H 0.31963 -12.38730 19.89714 0.09
H -0.18957 -10.80181 19.31324 0.09
H 0.94465 -11.77663 18.35231 0.05
H -1.96020 -12.59824 18.93333 0.11
H -0.84325 -13.44564 17.92909 0.12
H 1.42421 -11.98279 14.20647 0.03
H 1.50161 -13.59018 14.88276 0.13
H 2.36025 -11.01569 16.30999 0.05
H 3.47708 -12.15675 15.49972 0.10
H 2.55380 -12.66664 16.94519 0.08
O -6.13008 -6.67000 17.43613 0.15
C -6.35316 -7.96615 17.55030 -0.49
O -7.30693 -8.38987 18.14140 0.10
C -5.36486 -8.93246 16.94056 0.00
C -5.50077 -10.30224 17.01368 -0.54
Cl -6.70966 -11.24465 17.74925 0.88
N -4.46057 -10.91990 16.38792 -0.05
N -3.63510 -9.97059 15.88907 -0.01
C -4.15065 -8.81136 16.20474 -0.13
C -3.45555 -7.65288 15.57972 -0.52
O -3.85712 -6.52024 15.79379 0.10
O -2.48598 -7.99743 14.80520 -0.30
C -4.18907 -12.33156 16.31219 -0.29
C -4.07268 -12.81564 15.07140 -0.36
C -3.46904 -15.53771 15.70816 -0.41
C -3.74295 -15.46801 16.99845 -0.15
C -4.05932 -14.31740 17.85466 -0.07
C -4.16726 -13.01202 17.57708 -0.11
H -5.30509 -6.51750 16.90713 0.09
H -4.31220 -12.15877 14.25302 -0.03
H -3.22584 -16.50615 15.26398 0.07
H -3.72115 -16.40919 17.54976 0.11
H -4.13138 -14.59977 18.91014 0.12
H -4.30032 -12.34916 18.41564 0.10
S -1.90132 -9.64314 9.48986 -0.17
Sb -2.28788 -11.21438 11.01289 0.43
S -3.79744 -10.21123 12.83561 0.03
S -0.44899 -10.91951 12.79532 0.02
C -0.06312 -5.26601 12.88370 -0.06
C -0.25114 -6.53939 13.68033 -0.16
N -0.72228 -7.65209 12.85478 -0.19
C 0.33789 -8.03393 11.91244 -0.23
C 0.97067 -6.81607 11.26930 -0.04
N 0.00890 -5.66803 11.44737 -0.08
C -1.35264 -6.13077 11.01972 -0.06
C -1.85717 -7.11753 12.06350 -0.17
H 0.86163 -4.74415 13.11659 0.14
H -0.89863 -4.58449 12.94923 0.14
H -0.98548 -6.40359 14.48040 0.12
H 0.69372 -6.84109 14.13537 0.13
H -0.09346 -8.73120 11.19609 0.01
H 1.10006 -8.59509 12.42696 0.10
H 1.11158 -6.91055 10.19777 0.14
H 1.88921 -6.49403 11.75215 0.14
H 0.27156 -4.86449 10.87991 0.19
H -1.24846 -6.58387 10.03680 0.12
H -1.94997 -5.22817 10.95613 0.14
H -2.37104 -7.94586 11.57975 0.03
H -2.55654 -6.68264 12.78838 0.13
```

The value obtained for the frontier orbital gap is 0.2320 Ha. The value obtained for the HOMO energy is -9.96 eV. The electronic energy comes out at -124567.9577 eV. As for the charge: +1.

The largest force on an atom results, record by record, are as follows: 6.347, 1.442, 3.656, 1.458 eV/A.